No. 1
{"formula": "C27H31N3O6", "method": "the ωB97M-V functional and the def2-TZVPD basis", "species": ["C", "C", "C", "N", "C", "O", "C", "C", "C", "O", "C", "C", "C", "C", "C", "O", "C", "O", "C", "O", "N", "C", "C", "C", "N", "C", "C", "O", "C", "C", "C", "C", "C", "C", "C", "C", "H", "H", "H", "H", "H", "H", "H", "H", "H", "H", "H", "H", "H", "H", "H", "H", "H", "H", "H", "H", "H", "H", "H", "H", "H", "H", "H", "H", "H", "H", "H"], "xyz": [[-3.0090, -3.5175, 0.9390], [-1.6882, -4.2643, 1.0716], [-0.6329, -3.4380, 1.8117], [-0.3559, -2.1766, 1.1671], [-0.7995, -0.9901, 1.6557], [-1.3944, -0.8208, 2.6927], [-0.3595, 0.1251, 0.6737], [-1.5371, 0.9100, 0.1330], [-2.5986, 0.1810, -0.5702], [-2.3921, -0.9347, -1.0277], [-3.9077, 0.8128, -0.6488], [-4.5038, 1.8263, 0.0693], [-5.8322, 1.9003, -0.3808], [-5.9698, 0.9290, -1.3408], [-7.1335, 0.5396, -2.1768], [-4.8190, 0.2689, -1.4954], [-1.3058, 2.2190, 0.3627], [-1.9718, 3.3257, 0.0364], [-0.0444, 2.3697, 1.1375], [0.3995, 3.4368, 1.5217], [0.4580, 1.1325, 1.3141], [1.5291, 0.8378, 2.2362], [2.7715, 0.2474, 1.5716], [3.4085, 1.2267, 0.5867], [4.7172, 0.7655, 0.1578], [4.6455, -0.3145, -0.8120], [6.0596, -0.8074, -1.1179], [6.8686, 0.2274, -1.6229], [6.9242, 1.2951, -0.7066], [5.5297, 1.8375, -0.3937], [0.3498, -0.6686, -0.3929], [0.9344, -0.2531, -1.5655], [1.5387, -1.2101, -2.3730], [1.5456, -2.5429, -2.0008], [0.9334, -2.9712, -0.8295], [0.3223, -2.0198, -0.0368], [-3.3443, -3.1550, 1.9083], [-2.8988, -2.6689, 0.2682], [-3.7724, -4.1743, 0.5296], [-1.3233, -4.5241, 0.0767], [-1.8347, -5.1900, 1.6324], [-0.9937, -3.1943, 2.8149], [0.3023, -4.0019, 1.8955], [-4.0522, 2.4265, 0.8295], [-6.5904, 2.5767, -0.0429], [-7.3471, -0.5208, -2.0516], [-8.0053, 1.1202, -1.8917], [-6.9162, 0.7125, -3.2302], [-1.4464, 4.0746, 0.3800], [1.1541, 0.1491, 3.0015], [1.7784, 1.7899, 2.7131], [3.5015, 0.0165, 2.3482], [2.5077, -0.6822, 1.0668], [3.5438, 2.1860, 1.0925], [2.7332, 1.3897, -0.2696], [4.0596, -1.1375, -0.4018], [4.1677, 0.0218, -1.7497], [6.0395, -1.5842, -1.8842], [6.5041, -1.2118, -0.1959], [7.5438, 2.0650, -1.1694], [7.3942, 0.9579, 0.2295], [5.6104, 2.6382, 0.3440], [5.0859, 2.2486, -1.3180], [0.9160, 0.7876, -1.8529], [2.0024, -0.9113, -3.3005], [2.0257, -3.2702, -2.6380], [0.9359, -4.0152, -0.5600]], "forces_ev_per_angstrom": [[0.137, -0.091, -0.035], [-0.019, 0.214, 0.120], [-0.103, -0.394, 0.068], [-0.023, -0.268, 0.143], [-0.021, 0.327, 0.243], [-0.115, 0.115, 0.079], [-0.180, -0.040, -0.257], [0.233, 0.564, 0.179], [-0.330, -0.176, -0.258], [-0.025, 0.326, 0.094], [-0.188, 0.633, 0.530], [0.508, -0.616, -0.371], [-0.208, -0.407, -0.431], [-0.435, 0.662, 0.464], [0.330, -0.140, -0.028], [0.052, -0.354, -0.308], [-0.211, -0.482, -0.134], [0.163, 0.002, 0.059], [0.134, 0.139, 0.099], [-0.102, 0.084, -0.041], [-0.154, -0.015, -0.021], [0.397, -0.155, 0.165], [-0.133, 0.321, -0.123], [0.000, -0.228, 0.208], [0.048, 0.103, -0.055], [0.347, -0.126, -0.026], [-0.372, -0.200, 0.052], [0.053, 0.029, -0.179], [-0.126, 0.357, 0.123], [0.297, -0.165, -0.037], [0.146, -0.268, -0.112], [-0.117, -0.163, 0.271], [0.055, -0.015, -0.181], [0.039, 0.095, -0.119], [-0.143, -0.043, 0.289], [0.354, 0.431, -0.543], [-0.087, 0.044, 0.109], [-0.081, 0.031, 0.003], [-0.114, -0.019, -0.041], [0.042, -0.121, -0.004], [0.085, -0.047, -0.046], [0.119, -0.044, -0.093], [-0.039, 0.073, 0.062], [0.171, 0.101, 0.143], [-0.206, 0.105, 0.027], [-0.077, -0.050, -0.007], [-0.030, 0.024, 0.016], [-0.047, 0.011, -0.071], [0.001, -0.150, -0.002], [-0.017, 0.125, -0.010], [-0.045, -0.127, 0.029], [0.010, -0.038, 0.024], [0.059, -0.086, 0.051], [-0.041, 0.037, -0.033], [0.044, 0.095, 0.023], [-0.039, -0.039, -0.062], [-0.008, -0.035, 0.052], [-0.021, -0.007, 0.086], [-0.040, -0.015, -0.074], [-0.022, -0.011, 0.089], [-0.015, 0.062, -0.057], [-0.001, 0.035, -0.033], [0.014, 0.030, 0.035], [0.015, 0.136, -0.031], [0.063, 0.019, -0.089], [0.041, -0.067, -0.061], [-0.024, -0.126, 0.040]], "mulliken_charge": [-0.93, -0.34, -1.27, 0.58, -0.97, -0.67, 1.13, -1.65, 1.38, -0.71, -0.42, -0.37, -0.95, 0.55, -1.28, -0.41, 1.19, -0.65, 0.91, -0.73, 0.63, -0.99, -0.45, -0.54, 0.00, 0.10, -0.86, -0.40, -0.67, -0.52, 0.39, 0.23, -1.23, -0.98, -0.74, 0.44, 0.30, 0.07, 0.45, 0.27, 0.44, 0.51, 0.41, 0.67, 0.45, 0.31, 0.34, 0.30, 0.32, 0.32, 0.62, 0.49, -0.05, 0.50, 0.13, 0.14, 0.15, 0.38, 0.38, 0.36, 0.35, 0.37, 0.33, 0.49, 0.45, 0.43, 0.51], "charge": 0, "energy_ha": -1663.202920, "relative_energy_kj_mol": 159.1, "mol_weight_g_mol": 493.56, "e_homo_ha": -0.3081, "gap_ha": 0.297, "lumo_ha": -0.0108, "smiles": "CCCN1C(=O)[C@]2(C(C(=O)c3ccc(C)o3)=C(O)C(=O)N2CCCN2CCOCC2)c2ccccc21"}

=====

No. 2
{"formula": "C4H15NO2", "method": "the ωB97M-V functional and the def2-TZVPD basis", "species": ["C", "C", "C", "N", "C", "H", "H", "H", "H", "H", "H", "H", "H", "H", "H", "H", "O", "H", "H", "O", "H", "H"], "xyz": [[-1.0890, -0.5813, -1.7842], [-0.4746, -1.6119, -0.8695], [0.7337, -1.0444, -0.1265], [0.3275, -0.3738, 1.0976], [1.2617, 0.5426, 1.6942], [-0.3770, -0.1087, -2.4431], [-1.8728, -1.0280, -2.4094], [-1.5399, 0.2289, -1.2222], [-1.2382, -1.9634, -0.1701], [-0.0995, -2.4773, -1.4041], [1.4895, -1.7679, 0.1904], [1.2465, -0.3453, -0.8004], [-0.5852, 0.0559, 1.0342], [0.8971, 1.0347, 2.5953], [2.1441, 0.0270, 2.0650], [1.5787, 1.3581, 1.0152], [-2.6863, 0.8010, 3.6503], [-2.2085, 0.9618, 2.8142], [-2.4879, 1.5883, 4.1683], [1.3470, 1.3110, -3.0770], [2.2897, 1.1183, -3.0035], [1.3434, 2.2745, -3.0149]], "forces_ev_per_angstrom": [[-0.593, -0.129, -0.530], [0.654, -0.131, 0.401], [0.071, 0.638, 0.637], [-0.664, 0.148, 0.742], [0.517, 0.489, -0.098], [0.343, -0.069, -0.187], [0.057, 0.123, 0.167], [-0.223, 0.157, 0.232], [0.224, -0.129, 0.127], [-0.234, -0.196, -0.396], [-0.188, -0.384, -0.301], [0.067, 0.059, -0.137], [0.043, -0.084, -0.319], [-0.576, -0.116, -0.044], [0.284, -0.233, -0.308], [0.125, -0.219, 0.033], [0.426, 0.300, -0.626], [-0.360, -0.242, 0.561], [-0.071, -0.057, 0.088], [0.464, 0.405, 0.030], [-0.096, -0.255, -0.036], [-0.270, -0.076, -0.036]], "mulliken_charge": [-0.94, -0.62, -0.26, -0.26, -0.90, 0.22, 0.33, 0.28, 0.30, 0.31, 0.39, 0.15, 0.13, 0.31, 0.29, 0.30, -0.64, 0.31, 0.32, -0.62, 0.30, 0.30], "charge": 0, "energy_ha": -366.603794, "relative_energy_kj_mol": 124.4, "mol_weight_g_mol": 109.17, "e_homo_ha": -0.3109, "gap_ha": 0.333, "lumo_ha": 0.0218, "smiles": "CCCNC.O.O"}

=====

No. 3
{"formula": "C16H14CoN2O6S3", "method": "the ωB97M-V functional and the def2-TZVPD basis", "species": ["Co", "C", "C", "C", "C", "C", "H", "H", "H", "H", "H", "O", "S", "O", "O", "C", "C", "C", "C", "C", "C", "S", "O", "O", "O", "H", "H", "H", "H", "C", "C", "C", "C", "N", "C", "S", "N", "H", "H", "H", "H", "H"], "xyz": [[0.7703, 0.5162, 0.0005], [3.6674, 0.6564, 2.1403], [3.8849, 0.9030, 0.7964], [2.8255, 1.7518, 0.2902], [1.9370, 1.9833, 1.3426], [2.4766, 1.2966, 2.4917], [4.2519, 0.0058, 2.7716], [4.6978, 0.5061, 0.2068], [2.8597, 2.2901, -0.6408], [1.2441, 2.8056, 1.4040], [2.0145, 1.2734, 3.4682], [-1.0046, -0.4539, -1.1160], [-1.2683, -1.2960, 0.0518], [-2.6606, -1.6087, 0.2816], [-0.6022, -0.7080, 1.2280], [-0.4987, -2.8775, -0.3585], [-1.3546, -3.9696, -0.4135], [-0.8926, -5.2075, -0.8311], [0.4328, -5.3595, -1.2077], [1.2972, -4.2788, -1.1410], [0.8408, -3.0386, -0.7167], [2.0834, -1.7461, -0.5591], [1.7340, -0.6500, -1.4810], [3.3461, -2.3797, -0.8563], [1.9468, -1.2582, 0.8139], [-2.3862, -3.8127, -0.1319], [-1.5665, -6.0544, -0.8624], [0.7970, -6.3189, -1.5534], [2.3429, -4.3680, -1.3995], [-4.0411, 4.3611, -1.0145], [-2.8952, 3.5136, -0.5407], [-2.9165, 2.8969, 0.7128], [-1.8241, 2.1196, 1.0385], [-0.7986, 1.9766, 0.2126], [-0.8469, 2.5926, -0.9975], [0.4817, 2.2814, -2.0038], [-1.8799, 3.3675, -1.3789], [-4.3736, 5.0488, -0.2354], [-4.8848, 3.7237, -1.2875], [-3.7291, 4.9219, -1.8921], [-3.7535, 3.0076, 1.3876], [-1.7550, 1.5868, 1.9805]], "forces_ev_per_angstrom": [[-0.640, 0.630, -0.636], [0.082, 0.040, -0.148], [0.396, -0.327, 0.366], [-0.453, 0.543, 0.623], [0.870, 0.362, -0.416], [0.072, -0.135, 0.280], [-0.038, -0.011, -0.024], [-0.055, -0.028, -0.058], [-0.145, -0.100, -0.075], [-0.226, -0.178, -0.140], [-0.027, -0.006, -0.004], [0.168, -0.223, 0.187], [-1.025, -0.085, -0.092], [0.228, -0.049, 0.021], [0.177, -0.087, -0.026], [-0.086, 0.144, 0.080], [0.020, 0.096, 0.028], [0.117, -0.083, -0.026], [-0.094, -0.050, -0.016], [0.009, 0.118, 0.033], [0.173, 0.106, 0.053], [0.765, -0.680, -0.321], [0.016, -0.186, 0.176], [-0.180, -0.005, -0.006], [-0.034, 0.183, -0.014], [0.006, -0.043, -0.015], [-0.027, 0.019, -0.019], [0.006, -0.007, 0.029], [-0.018, -0.046, -0.017], [0.031, -0.012, 0.011], [0.184, -0.088, -0.024], [-0.013, 0.024, 0.049], [-0.020, 0.047, 0.050], [-0.207, 0.036, -0.040], [-0.042, 0.060, 0.108], [0.244, -0.080, 0.013], [-0.153, 0.155, 0.032], [-0.021, -0.023, 0.005], [-0.010, 0.018, 0.008], [-0.025, 0.010, -0.009], [0.009, -0.008, 0.005], [-0.034, -0.052, -0.032]], "mulliken_spin": [2.73, -0.05, 0.34, 0.21, 0.04, 0.39, 0.00, -0.01, 0.02, 0.02, 0.01, 0.03, -0.01, 0.00, 0.04, 0.00, 0.00, 0.00, 0.00, 0.00, 0.01, -0.04, 0.05, 0.00, 0.06, 0.00, 0.00, 0.00, 0.00, 0.00, 0.00, 0.00, 0.00, 0.05, -0.01, 0.12, 0.00, 0.00, 0.00, 0.00, 0.00, 0.00], "charge": -1, "energy_ha": -3756.483221, "mol_weight_g_mol": 485.43, "s2": 6.029, "e_homo_ha": [-0.1750, -0.1726], "gap_ha": [0.285, 0.202], "lumo_ha": [0.1096, 0.0293], "multiplicity": 5}

=====

- Which formula does entry 2 have?
  C4H15NO2